# C6H39NO14

15 unconnected molecules or ions with the total composition C6H39NO14 at a distorted geometry (ωB97M-V/def2-TZVPD, the Open Molecules 2025 dataset).

Structure (XYZ):
```
60
Properties=species:S:1:pos:R:3:forces:R:3
H 1.082 -0.280 1.025 -2.7035 -2.9519 -1.5956
H 2.028 2.820 3.259 0.1812 -0.4898 -0.9661
H 0.804 1.168 -1.076 -2.4963 -0.5408 -0.3528
H -2.991 -0.242 -3.476 1.0477 -0.7225 1.3822
H 1.742 -3.336 -1.246 0.5732 0.5260 0.7513
H 3.533 0.251 0.540 3.5109 -1.7596 1.8602
H -0.028 1.889 0.819 0.2106 -0.7503 -0.3903
O 2.820 0.617 0.141 -3.0609 2.8794 -0.2176
C -1.341 1.637 -1.501 0.8496 -0.3447 -1.3654
H 2.328 1.997 1.927 1.3255 0.6457 -2.8158
H -2.147 -0.811 2.200 5.4979 1.3109 2.2265
H 0.980 0.356 4.537 0.9775 -0.8532 0.4285
H 0.815 -4.095 1.886 -1.1111 1.1181 0.1174
O -3.430 2.146 0.962 -0.5117 0.1034 -3.9318
H 2.566 0.070 -0.603 -0.0384 -0.3484 -0.9327
H 1.332 -2.635 2.806 -0.3782 0.5322 -0.9759
H 2.439 0.530 4.284 0.1042 -0.2285 0.0242
H 0.578 -1.026 -4.134 3.1080 -4.7677 -3.3579
H 0.681 -0.226 -2.929 -0.3305 -0.0728 -0.3814
O 0.225 -3.791 -1.865 1.2311 2.1286 -1.5382
N 0.360 -1.035 0.511 1.7281 3.3022 1.1184
H -0.587 -2.833 0.339 0.2375 0.1944 0.2846
O -0.783 1.403 3.198 1.8653 0.4423 -0.6950
C -1.048 2.920 -2.262 -0.1101 -0.3842 -0.5212
O 2.193 -0.576 -2.003 -0.1696 -1.2258 0.3116
C -0.321 0.835 -1.078 -0.4450 1.0018 0.1946
H -1.522 -0.353 -3.007 0.6786 -0.0609 -0.4436
H -1.333 2.598 0.668 -2.4045 -0.4388 -0.8372
H -1.588 -0.381 0.230 0.7028 0.1333 -1.5667
H -1.227 3.723 -1.590 1.1529 0.9873 1.2933
O 0.124 -0.410 -3.718 -2.8535 4.7918 3.3768
C 0.093 -2.288 1.008 0.3485 0.0506 -1.1858
H -3.417 -1.278 2.537 -0.6080 -0.2063 -0.3349
H -2.441 1.358 -1.537 1.8060 -0.0234 0.6228
O -2.413 -0.562 -2.720 -2.3696 0.1109 -1.5039
H -0.821 -1.304 -1.161 -0.0841 0.7618 0.3361
H 0.138 1.708 2.755 -3.2836 -0.6117 1.5138
O -3.152 -2.603 -0.762 -1.4873 -4.3926 6.3856
O 1.852 -0.077 4.753 -1.2408 0.9032 -0.4232
H 2.798 -0.475 -2.733 0.5207 -0.0158 -0.2873
H 2.983 3.014 -1.141 0.3212 2.8542 0.4455
H -1.903 3.309 -2.889 1.0443 -1.4247 -0.6074
H -3.651 1.550 0.154 0.5683 1.4637 2.3162
H 2.291 4.454 -0.830 1.4626 -1.0215 -0.3885
C 0.701 -2.978 1.960 1.6559 -1.8479 1.7222
H -1.498 2.000 2.883 1.3991 -0.3820 0.1272
H 0.004 2.854 -2.732 -1.9389 0.7067 0.5852
H -3.118 -2.022 0.020 -0.0361 -0.4073 -0.1827
O 2.571 -2.925 -0.864 -0.5597 0.6134 0.6876
H -3.422 1.570 1.686 -0.0726 -1.6693 1.6410
O -0.474 2.702 0.984 2.3359 2.2406 1.1959
O 3.173 4.027 -1.040 -1.8242 -1.9390 0.0520
H -2.960 -2.089 -1.424 1.6004 4.7440 -6.2516
H 0.174 -4.647 -1.553 -0.3742 -2.9758 1.0032
H 2.332 -1.522 -1.612 0.0240 0.6346 -0.5683
H 2.328 -2.567 0.041 0.0182 -0.9901 -1.3015
O -2.906 -0.970 1.778 -4.9616 -1.0370 -1.6171
H -0.587 -3.367 -1.643 -1.1411 0.5049 0.2491
O 1.985 1.973 2.774 -1.4198 -0.0171 3.4553
C -0.668 -0.480 -0.427 -0.0729 -0.7843 1.8287
```
Positions in Å, forces in eV/Å.

**Relative energy (zero: lowest compared OMol25 entry of this formula, charge and spin)**: 171.4 kcal/mol
**Multiplicity**: 1
**Largest force on an atom**: 8.0 eV Å⁻¹
**DFT total energy**: -37006.163 eV
**HOMO energy**: -0.297 Eh
**LUMO level**: 0.10 eV
**Net charge**: 0

Mulliken atomic charge list, values in e, 2 entries: -0.04 0.27

***

# CH9N3O2

3 unconnected molecules or ions with the total composition CH9N3O2 at a distorted geometry (ωB97M-V/def2-TZVPD, the Open Molecules 2025 dataset).

Structure (XYZ):
```
15
Properties=species:S:1:pos:R:3:forces:R:3
H -0.653 0.202 2.575 0.1114 -0.0742 0.3513
N 0.221 -0.288 2.583 1.0963 -0.8520 -0.4837
O -0.241 -0.006 -3.446 -0.6357 -0.2940 -0.4716
H 0.735 -0.698 3.359 -1.1166 0.5692 0.4570
H 1.902 -2.099 0.723 0.7025 -0.6717 -0.9619
O -1.794 1.782 -0.467 -1.7067 -3.6052 1.9860
H -0.622 0.050 0.028 2.1370 -0.8610 0.4197
N 1.731 -1.750 1.634 -1.8096 1.4930 0.5131
H 0.148 -0.044 -2.578 0.3224 0.2234 0.2286
C 0.749 -0.899 1.477 0.8290 0.1564 -1.1262
N 0.307 -0.450 0.210 -0.3802 0.1716 -0.4675
H 1.023 -0.552 -0.551 -1.5528 0.1491 1.2874
H 0.232 0.626 -3.989 0.2553 0.0942 0.2188
H -1.148 2.410 -0.572 1.4962 2.5959 -1.2490
H -2.589 1.717 -0.985 0.2515 0.9054 -0.7021
```
Positions in Å, forces in eV/Å.

**Relative energy (zero: lowest compared OMol25 entry of this formula, charge and spin)**: 29.1 kcal/mol
**Multiplicity**: 1
**Largest force on an atom**: 4.5 eV Å⁻¹
**SMILES string**: N=C(N)N.O.O
**DFT total energy**: -9747.804 eV
**HOMO energy**: -0.315 Eh
**LUMO level**: 0.37 eV
**Net charge**: 0

Mulliken atomic charge list, values in e, 2 entries: 0.21 -0.43

***

# C3H10N5

A gas-phase ion, C3H10N5 (charge +1) at a distorted geometry (ωB97M-V/def2-TZVPD, the Open Molecules 2025 dataset).

Structure (XYZ):
```
18
Properties=species:S:1:pos:R:3:forces:R:3
C 1.391 -0.988 0.240 1.0354 2.1017 2.4483
H 0.121 -2.484 0.547 -0.3733 0.1699 -0.2289
H 1.358 0.022 -1.656 -0.4739 0.7724 0.8297
H 2.361 -1.514 0.156 -0.7095 -0.2868 -0.8869
N 0.110 -1.585 0.060 -0.5765 -2.4017 0.1297
N 0.438 2.401 0.433 4.3492 -0.8128 -0.3477
C 0.199 1.159 -0.091 -3.5272 1.7086 -0.1558
H 2.146 0.976 -0.306 0.3829 -0.8706 -0.6498
H -0.189 3.161 0.650 -0.4321 -0.5490 -0.1309
N -1.083 0.868 -0.121 0.8338 -1.5659 0.7335
H 1.487 2.626 0.515 -2.5873 -0.1940 -0.0852
N -2.759 -0.693 -0.010 0.4137 1.4358 -1.2094
C 1.326 0.281 -0.564 1.1650 1.2717 -0.3092
H -3.656 -0.898 -0.479 1.0876 0.3219 0.1436
H -2.572 -1.192 0.848 0.6358 0.4868 0.3631
H 1.525 -0.586 1.327 -0.7601 -0.9714 -1.3308
N -2.025 0.237 -0.630 -1.2958 -0.8254 -0.1021
H -0.178 -1.791 -0.919 0.8324 0.2085 0.7887
```
Positions in Å, forces in eV/Å.

**Relative energy (zero: lowest compared OMol25 entry of this formula, charge and spin)**: 71.5 kcal/mol
**Multiplicity**: 1
**Largest force on an atom**: 4.4 eV Å⁻¹
**SMILES string**: NCC/C(N)=N\N=[NH2+]
**DFT total energy**: -10714.321 eV
**HOMO energy**: -0.490 Eh
**LUMO level**: -4.20 eV
**Net charge**: +1

Mulliken atomic charge list, values in e, 2 entries: -0.64 0.25

***

# C4H5N

C4H5N in the gas phase at a distorted geometry (ωB97M-V/def2-TZVPD, the Open Molecules 2025 dataset).

Structure (XYZ):
```
10
Properties=species:S:1:pos:R:3:forces:R:3
N 1.022 0.075 -1.152 0.3918 -0.1557 -0.1915
H -2.849 0.847 0.575 -0.7456 -0.3304 0.6285
C -1.793 0.690 0.619 -1.3209 2.3431 0.2577
H 1.480 -1.660 0.180 0.2459 -0.0322 0.0098
C 1.425 -0.580 0.135 1.1432 -0.4489 0.2062
C 0.131 -0.072 -0.130 0.3071 -1.9088 -0.8736
H 0.808 -0.577 -1.903 0.1810 0.3155 -0.1415
H 2.138 -0.020 0.719 0.1415 0.0387 -0.0285
H -1.199 1.575 0.943 -0.8590 -0.4862 -0.0363
C -1.164 -0.280 0.014 0.5151 0.6648 0.1693
```
Positions in Å, forces in eV/Å.

**Relative energy (zero: lowest compared OMol25 entry of this formula, charge and spin)**: 108.7 kcal/mol
**Multiplicity**: 1
**Largest force on an atom**: 2.7 eV Å⁻¹
**SMILES string**: C=C=C1CN1
**DFT total energy**: -5714.132 eV
**HOMO energy**: -0.319 Eh
**LUMO level**: 0.30 eV
**Net charge**: 0

Mulliken atomic charge list, values in e, 2 entries: -0.49 0.30

***

# C20H22FeN2O2

A molecular structure, C20H22FeN2O2 at a distorted geometry (ωB97M-V/def2-TZVPD, the Open Molecules 2025 dataset).

Structure (XYZ):
```
47
Properties=species:S:1:pos:R:3:forces:R:3
H -4.931 1.773 -1.410 0.2645 -0.0316 0.0327
C 2.093 1.224 -2.131 2.2558 0.9517 -1.4670
Fe 1.018 0.306 -0.979 -3.2854 -0.6466 1.2099
H 0.736 -1.031 -3.103 -0.3124 -0.4144 0.4719
H -0.865 2.404 4.272 0.1106 -0.1595 -0.4424
H 2.168 -1.099 -0.125 0.6931 0.2394 0.2873
C 0.698 -1.333 -2.031 -0.6135 -1.8987 -0.8285
H -3.861 0.539 -3.336 0.1617 0.1100 0.4888
H 3.388 -0.679 -1.414 -0.5679 0.4907 1.1535
H -2.255 -4.749 4.687 0.2215 -0.0475 -0.2096
C 0.689 1.297 3.220 -0.7645 0.4735 -0.4261
C -1.299 2.171 2.156 -0.2343 -0.1184 -0.6790
H 2.333 2.141 -1.554 -0.3675 -0.0792 -1.0075
N 0.391 1.067 0.825 -1.2168 0.2830 1.6382
C -0.827 -3.546 1.844 -0.1979 0.2380 -0.0077
H -0.822 -6.725 4.066 -0.1728 0.3019 -0.2127
H 1.295 1.112 4.110 -0.2111 -0.0280 -0.4380
H -3.515 2.346 0.625 -0.0502 -0.1656 -0.4639
C -1.942 0.487 -2.372 -0.0503 0.5816 0.8452
C -3.095 1.860 -0.257 0.6953 -0.6495 -0.6270
C -3.288 0.827 -2.448 -0.1230 0.1039 0.2282
C -1.655 -4.730 3.774 0.1223 -0.1926 -0.1140
C -0.512 -2.183 1.219 1.0492 -0.1030 -0.0868
C -0.150 -4.697 1.408 -0.1528 0.3069 0.4888
H 2.889 0.895 -2.844 -0.6732 0.4695 0.9762
O 0.777 -2.039 1.129 -2.2049 0.7155 -0.3975
N -1.174 0.846 -1.325 -0.6690 0.4149 0.4822
O -1.446 -1.382 0.936 1.3558 -0.5967 0.2173
C -0.868 1.638 0.923 1.9120 -0.4646 1.4514
C -3.873 1.518 -1.380 0.5334 0.1169 0.3347
H 3.247 0.373 0.115 -0.0559 -0.2020 -0.5018
H 1.400 -2.176 -1.870 -0.3253 0.6049 -0.1426
H -2.282 2.673 2.173 0.7444 -0.3515 0.2763
H -1.489 -0.112 -3.154 0.2050 0.1830 0.1235
H 1.141 1.099 -2.668 -0.1303 1.3013 -0.7052
C -0.880 -5.848 3.415 -0.1556 0.2705 -0.2736
C 2.714 -0.254 -0.622 3.1193 -1.7183 0.4269
C -0.180 -5.848 2.199 -0.2232 0.3979 -0.0957
C -1.654 -3.581 2.975 0.4712 -0.4046 -0.2743
C -1.727 1.488 -0.256 -1.0843 -0.2799 -1.4812
H -2.230 -2.681 3.216 0.2265 -0.4095 0.0454
C -0.523 2.010 3.309 0.4668 -0.3319 -0.4291
H 0.438 -4.637 0.484 -0.1873 -0.0960 0.5016
H 2.017 0.261 1.892 -0.3450 0.2521 -0.2860
C 1.100 0.849 1.957 -0.5198 0.3995 0.1687
H 0.361 -6.725 1.850 -0.0762 0.0384 0.2521
H -0.296 -1.687 -1.686 0.3617 0.1448 -0.5034
```
Positions in Å, forces in eV/Å.

**<S²>**: 6.061
**Multiplicity**: 5
**Largest force on an atom**: 3.6 eV Å⁻¹
**DFT total energy**: -62554.550 eV
**HOMO energy (alpha / beta)**: -0.260 / -0.276 Eh
**LUMO level (alpha / beta)**: -0.76 / -0.93 eV
**Net charge**: 0

Mulliken atomic charge list, values in e, 2 entries: 0.42 -1.16

***

# C4H7N3

A gas-phase ion, C4H7N3 (charge +2) at a distorted geometry (ωB97M-V/def2-TZVPD, the Open Molecules 2025 dataset).

Structure (XYZ):
```
14
Properties=species:S:1:pos:R:3:forces:R:3
N 2.791 -0.389 -0.512 4.3547 0.3655 -1.0434
N 1.132 0.605 0.370 -3.6295 0.9743 -0.4373
H -0.776 -1.914 1.060 -0.4217 1.6119 -1.3914
N -0.780 -1.007 0.446 1.6524 -2.9477 2.3036
C 0.033 0.083 0.045 -0.6305 0.3362 2.3864
C 2.426 0.511 0.334 -1.2355 -1.4217 0.0061
C -1.473 -0.022 0.047 1.1513 1.9947 -2.5043
H 3.801 -0.394 -0.784 -1.1204 -0.4725 0.1673
C -2.762 0.536 -0.212 -1.8021 -2.9694 -1.6406
H -2.879 1.369 -0.888 0.5510 0.4221 0.1450
H -3.141 0.659 0.752 -0.9985 1.0581 2.0753
H 2.129 -0.807 -1.141 0.0485 -0.2448 -0.2432
H -3.554 -0.297 -0.542 1.8974 1.2684 0.3716
H 3.053 1.066 1.024 0.1828 0.0250 -0.1952
```
Positions in Å, forces in eV/Å.

**Relative energy (zero: lowest compared OMol25 entry of this formula, charge and spin)**: 31.9 kcal/mol
**Multiplicity**: 1
**Largest force on an atom**: 4.5 eV Å⁻¹
**DFT total energy**: -8709.394 eV
**HOMO energy**: -0.729 Eh
**LUMO level**: -10.01 eV
**Net charge**: +2

Mulliken atomic charge list, values in e, 2 entries: -0.27 -0.17

***

# C7H6Br2Cl2O

C7H6Br2Cl2O in the gas phase at a distorted geometry (ωB97M-V/def2-TZVPD, the Open Molecules 2025 dataset).

Structure (XYZ):
```
18
Properties=species:S:1:pos:R:3:forces:R:3
Cl -0.291 2.317 -0.713 -0.5958 -0.4311 0.0171
C 2.135 0.207 -0.643 -2.6774 -0.0660 0.2934
C -2.706 0.206 1.702 0.1572 0.9234 -0.9601
C -0.344 0.433 -0.821 0.6022 2.5110 -0.5857
C 1.450 0.899 1.517 -4.7303 -1.3971 0.0593
H -0.988 0.303 -1.649 -1.6916 -0.4744 -0.2186
H 3.467 0.597 0.972 0.7816 0.2925 0.6760
Br -3.907 0.076 0.072 0.5476 0.1426 0.4647
H 1.098 0.166 -2.397 -0.0694 -0.5028 -1.6639
C 0.979 0.156 -1.363 2.4018 0.0443 3.1070
Cl 1.050 1.334 3.033 0.0551 0.3909 0.8626
H 2.910 -0.024 -1.269 2.5364 -0.2563 -1.0253
C 2.423 0.569 0.776 1.3815 -1.0727 -3.4348
O -1.405 0.643 1.429 0.3162 -1.5586 -1.8512
Br -0.557 -1.961 0.696 -0.1118 0.0749 0.0383
H -2.734 -0.820 2.064 -0.1629 0.3822 0.4781
H -3.090 1.083 2.244 -0.3269 -1.1055 0.2855
C -0.606 -0.087 0.512 1.5867 2.1029 3.4575
```
Positions in Å, forces in eV/Å.

**Relative energy (zero: lowest compared OMol25 entry of this formula, charge and spin)**: 79.3 kcal/mol
**Multiplicity**: 1
**Largest force on an atom**: 4.9 eV Å⁻¹
**DFT total energy**: -174528.033 eV
**HOMO energy**: -0.304 Eh
**LUMO level**: -0.64 eV
**Net charge**: 0

Mulliken atomic charge list, values in e, 2 entries: -0.16 -0.09